{
  "formula": "C19H21N5O3S",
  "method": "ωB97M-V with the def2-TZVPD basis set",
  "elements": ["C", "C", "C", "C", "N", "C", "O", "C", "N", "C", "N", "C", "C", "C", "O", "N", "C", "C", "O", "N", "C", "C", "C", "C", "C", "C", "C", "S", "H", "H", "H", "H", "H", "H", "H", "H", "H", "H", "H", "H", "H", "H", "H", "H", "H", "H", "H", "H", "H"],
  "positions_angstrom": [[-5.02, 0.23, -0.78], [-4.20, 1.06, 0.20], [-3.91, 0.35, 1.52], [-3.27, -1.03, 1.37], [-2.09, -0.98, 0.53], [-2.05, -1.68, -0.62], [-2.91, -2.48, -0.94], [-0.85, -1.42, -1.54], [0.41, -1.65, -0.89], [0.80, -2.75, -0.22], [2.00, -2.63, 0.32], [2.40, -1.38, -0.01], [1.44, -0.75, -0.78], [1.59, 0.59, -1.25], [0.80, 1.22, -1.93], [2.80, 1.14, -0.82], [3.09, 2.51, -1.21], [3.78, 0.54, -0.04], [4.78, 1.14, 0.28], [3.56, -0.77, 0.34], [4.55, -1.47, 1.14], [-1.16, 0.03, 0.89], [-0.12, -0.24, 1.77], [0.78, 0.75, 2.10], [0.64, 2.02, 1.57], [-0.42, 2.32, 0.73], [-1.34, 1.33, 0.40], [-2.68, 1.71, -0.68], [-5.96, -0.06, -0.32], [-4.49, -0.67, -1.09], [-5.24, 0.82, -1.67], [-4.75, 1.98, 0.43], [-4.86, 0.23, 2.05], [-3.27, 0.99, 2.13], [-3.96, -1.74, 0.91], [-2.99, -1.40, 2.36], [-0.87, -0.38, -1.89], [-0.96, -2.08, -2.40], [0.20, -3.63, -0.14], [2.23, 2.88, -1.76], [3.98, 2.54, -1.84], [3.27, 3.12, -0.32], [4.99, -2.27, 0.55], [5.31, -0.75, 1.43], [4.06, -1.89, 2.02], [-0.02, -1.24, 2.17], [1.59, 0.53, 2.78], [1.35, 2.79, 1.82], [-0.55, 3.30, 0.32]],
  "lowdin_charge": [-0.114, -0.568, -0.178, -0.121, -0.009, -0.440, 0.062, -0.005, 0.002, -0.115, 0.163, -0.245, -0.084, -0.371, 0.065, 0.038, -0.004, -0.446, 0.080, 0.014, -0.003, -0.253, -0.010, -0.065, -0.072, -0.089, -0.471, 1.010, 0.087, 0.058, 0.074, 0.094, 0.123, 0.114, 0.122, 0.132, 0.117, 0.146, 0.143, 0.089, 0.101, 0.094, 0.098, 0.089, 0.092, 0.125, 0.111, 0.111, 0.110],
  "e_lumo_ev": 0.627,
  "orbital_gap_ev": 9.0553,
  "e_homo_ha": -0.310,
  "total_energy_ha": -1634.41194,
  "smiles": "C[C@H]1CCN(C(=O)Cn2cnc3c2c(=O)n(C)c(=O)n3C)c2ccccc2S1"
}

***

{
  "formula": "CH2Cl2N2",
  "method": "ωB97M-V with the def2-TZVPD basis set",
  "elements": ["C", "N", "N", "Cl", "Cl", "H", "H"],
  "positions_angstrom": [[-0.49, 0.03, -0.02], [-1.03, -1.06, 0.24], [0.88, 0.23, -0.21], [1.92, -1.08, 0.04], [1.71, 1.70, 0.11], [-0.88, 1.38, -0.52], [-2.10, -1.21, 0.37]],
  "lowdin_charge": [-0.494, 0.057, -1.036, 0.597, 0.573, 0.196, 0.106],
  "e_lumo_ev": -0.009,
  "orbital_gap_ev": 9.4747,
  "e_homo_ha": -0.349,
  "total_energy_ha": -1069.04223
}

***

{
  "formula": "C24H57CdF12N3O16P2S4",
  "method": "ωB97M-V with the def2-TZVPD basis set",
  "elements": ["Cd", "S", "O", "O", "O", "O", "P", "F", "F", "F", "F", "F", "F", "P", "F", "F", "F", "F", "F", "F", "C", "C", "N", "C", "C", "C", "C", "H", "H", "H", "H", "H", "H", "H", "H", "H", "H", "H", "H", "H", "H", "H", "C", "C", "N", "C", "C", "C", "C", "H", "H", "H", "H", "H", "H", "H", "H", "H", "H", "H", "H", "H", "H", "H", "C", "C", "N", "C", "C", "C", "C", "H", "H", "H", "H", "H", "H", "H", "H", "H", "H", "H", "H", "H", "H", "H", "C", "C", "O", "S", "O", "O", "O", "H", "H", "H", "H", "C", "C", "O", "S", "O", "O", "O", "H", "H", "H", "H", "C", "C", "O", "S", "O", "O", "O", "H", "H", "H", "H"],
  "positions_angstrom": [[-2.61, 2.34, 0.45], [-4.16, 2.66, 2.66], [-2.85, 1.91, 2.48], [-5.17, 1.79, 3.26], [-4.12, 3.91, 3.45], [-4.39, 3.08, 1.20], [-3.99, 0.15, -1.39], [-4.62, -1.28, -1.13], [-4.26, 0.05, -2.97], [-5.35, 0.94, -1.21], [-3.30, 1.66, -1.65], [-3.64, 0.33, 0.21], [-2.51, -0.49, -1.56], [0.51, 0.75, 0.74], [0.64, -0.45, -0.31], [1.53, 1.65, -0.13], [-0.76, 1.37, -0.14], [0.27, 1.98, 1.75], [-0.48, -0.15, 1.62], [1.78, 0.21, 1.61], [-0.03, -2.72, -4.28], [0.97, -1.58, -4.12], [0.51, -0.31, -4.66], [-0.75, 0.14, -4.05], [-1.13, 1.56, -4.48], [1.56, 0.65, -4.40], [2.80, 0.39, -5.26], [-0.98, -2.50, -3.79], [0.35, -3.63, -3.80], [-0.25, -2.98, -5.32], [1.07, -1.56, -3.02], [1.95, -1.86, -4.48], [-1.58, -0.53, -4.26], [-0.68, 0.20, -2.95], [-0.62, 2.33, -3.90], [-0.80, 1.77, -5.50], [-2.21, 1.71, -4.39], [1.90, 0.63, -3.35], [1.19, 1.64, -4.64], [3.23, -0.61, -5.22], [3.62, 1.09, -5.07], [2.46, 0.54, -6.29], [-1.27, -5.48, 3.80], [0.05, -5.91, 3.18], [0.55, -5.02, 2.15], [0.89, -3.70, 2.64], [2.15, -3.55, 3.49], [1.64, -5.61, 1.39], [1.20, -6.83, 0.59], [-2.03, -5.26, 3.05], [-1.17, -4.62, 4.46], [-1.70, -6.31, 4.37], [0.80, -6.01, 4.00], [-0.08, -6.90, 2.73], [0.05, -3.25, 3.17], [0.86, -3.02, 1.79], [2.30, -2.49, 3.71], [3.04, -3.83, 2.92], [2.08, -4.12, 4.42], [2.00, -4.87, 0.68], [2.50, -5.78, 2.07], [2.05, -7.16, -0.03], [1.03, -7.74, 1.17], [0.39, -6.60, -0.08], [-0.78, 5.18, -2.70], [-1.28, 3.94, -1.91], [-1.72, 4.19, -0.53], [-2.81, 5.19, -0.46], [-3.94, 4.93, -1.39], [-0.59, 4.77, 0.23], [-0.84, 4.92, 1.74], [-1.09, 5.06, -3.73], [0.27, 5.40, -2.54], [-1.24, 6.09, -2.30], [-2.06, 3.53, -2.53], [-0.45, 3.23, -1.89], [-3.25, 5.13, 0.54], [-2.43, 6.22, -0.51], [-4.29, 3.90, -1.34], [-4.83, 5.52, -1.17], [-3.73, 5.06, -2.46], [-0.31, 5.76, -0.14], [0.32, 4.17, 0.07], [0.12, 5.15, 2.20], [-1.35, 4.11, 2.27], [-1.48, 5.78, 1.96], [4.39, 2.08, 1.95], [3.39, 2.83, 2.81], [4.13, 3.90, 3.44], [5.69, 3.73, 3.32], [6.25, 3.51, 4.57], [6.19, 4.76, 2.51], [5.68, 2.36, 2.53], [4.38, 2.36, 0.90], [4.24, 1.01, 2.02], [3.00, 2.22, 3.62], [2.57, 3.26, 2.24], [-3.37, -1.18, 3.33], [-3.06, -2.35, 2.42], [-3.96, -3.40, 2.87], [-4.52, -3.11, 4.34], [-4.14, -4.07, 5.30], [-5.89, -2.83, 4.15], [-3.72, -1.79, 4.58], [-4.26, -0.61, 3.02], [-2.67, -0.35, 3.39], [-2.01, -2.62, 2.56], [-3.29, -2.20, 1.37], [4.29, -1.52, -0.51], [4.10, -0.46, -1.56], [3.73, -1.14, -2.75], [4.20, -2.66, -2.73], [5.27, -2.78, -3.64], [3.11, -3.54, -2.81], [4.77, -2.65, -1.27], [3.38, -1.81, 0.00], [5.04, -1.30, 0.25], [5.05, 0.05, -1.75], [3.37, 0.30, -1.32]],
  "lowdin_charge": [1.446, 0.286, -0.517, -0.366, -0.400, -0.514, 0.156, -0.113, -0.144, -0.123, -0.255, -0.213, -0.155, 0.173, -0.136, -0.173, -0.250, -0.149, -0.123, -0.165, -0.080, -0.279, -0.150, -0.230, -0.090, -0.270, -0.088, 0.063, 0.067, 0.072, 0.112, 0.080, 0.104, 0.109, 0.036, 0.077, 0.072, 0.110, 0.095, 0.047, 0.070, 0.075, -0.083, -0.263, -0.189, -0.260, -0.078, -0.270, -0.096, 0.073, 0.069, 0.074, 0.112, 0.095, 0.094, 0.112, 0.071, 0.057, 0.065, 0.114, 0.109, 0.069, 0.059, 0.081, -0.077, -0.269, -0.235, -0.282, -0.091, -0.261, -0.080, 0.071, 0.068, 0.062, 0.078, 0.099, 0.101, 0.115, 0.061, 0.085, 0.073, 0.111, 0.104, 0.072, 0.053, 0.075, -0.156, -0.130, -0.184, 0.534, -0.215, -0.221, -0.187, 0.131, 0.118, 0.139, 0.122, -0.151, -0.114, -0.208, 0.538, -0.238, -0.227, -0.178, 0.119, 0.117, 0.103, 0.127, -0.135, -0.159, -0.209, 0.542, -0.217, -0.198, -0.187, 0.126, 0.133, 0.137, 0.115],
  "e_lumo_ev": 3.238,
  "orbital_gap_ev": 6.8940,
  "charge": -2,
  "e_homo_ha": -0.134,
  "total_energy_ha": -5958.90681
}

***

{
  "formula": "C48H82BF3N2O10SSi",
  "method": "ωB97M-V with the def2-TZVPD basis set",
  "elements": ["C", "C", "C", "C", "C", "C", "B", "O", "O", "C", "O", "N", "C", "C", "F", "F", "C", "C", "Si", "C", "C", "C", "C", "C", "C", "C", "C", "S", "O", "O", "F", "C", "C", "C", "C", "C", "C", "C", "C", "C", "C", "C", "C", "N", "C", "C", "H", "H", "H", "H", "H", "H", "H", "H", "H", "H", "H", "H", "H", "H", "H", "H", "H", "H", "H", "H", "H", "H", "H", "H", "H", "H", "H", "H", "H", "H", "H", "H", "H", "H", "H", "H", "H", "H", "H", "H", "H", "H", "C", "C", "C", "O", "H", "H", "H", "H", "H", "H", "H", "H", "C", "C", "C", "O", "H", "H", "H", "H", "H", "H", "H", "H", "C", "C", "C", "O", "H", "H", "H", "H", "H", "H", "H", "H", "C", "C", "C", "O", "H", "H", "H", "H", "H", "H", "H", "H", "C", "C", "C", "O", "H", "H", "H", "H", "H", "H", "H", "H"],
  "positions_angstrom": [[-7.74, 2.19, 3.42], [-6.21, 2.18, 3.58], [-5.46, 2.52, 2.29], [-5.53, 1.33, 1.34], [-4.86, 1.62, 0.00], [-5.04, 0.53, -1.09], [-6.58, 0.71, -1.58], [-7.36, -0.37, -1.92], [-7.20, 1.96, -1.61], [-5.13, -0.89, -0.46], [-5.96, -1.33, 0.29], [-4.04, -1.64, -0.82], [-3.00, -0.89, -1.52], [-2.01, -0.59, -0.30], [-2.66, 0.16, 0.62], [-1.88, -1.82, 0.31], [-0.59, -0.10, -0.51], [-0.08, 0.90, 0.56], [0.52, 0.18, 2.20], [-0.66, -0.98, 3.08], [0.77, 1.67, 3.34], [2.22, -0.60, 1.95], [2.38, -1.74, 1.15], [3.64, -2.31, 0.96], [4.75, -1.75, 1.58], [4.62, -0.62, 2.38], [3.35, -0.05, 2.56], [-2.15, -1.98, -2.72], [-2.91, -3.17, -2.87], [-0.78, -2.13, -2.36], [-2.17, -1.15, -4.02], [-3.90, 0.28, -2.12], [-2.90, 1.39, -2.61], [-2.81, 2.77, -1.97], [-1.64, 3.08, -1.26], [-1.45, 4.31, -0.64], [-2.43, 5.29, -0.71], [-3.58, 5.01, -1.44], [-3.78, 3.78, -2.07], [-5.04, 3.63, -2.88], [-4.68, -0.21, -3.40], [-5.20, -1.50, -3.56], [-5.87, -1.83, -4.72], [-6.07, -1.03, -5.76], [-5.56, 0.19, -5.64], [-4.89, 0.61, -4.50], [-8.14, 1.19, 3.59], [-7.97, 2.40, 2.37], [-8.24, 2.91, 4.06], [-5.89, 1.18, 3.85], [-5.88, 2.82, 4.40], [-4.41, 2.65, 2.56], [-5.85, 3.43, 1.84], [-6.56, 0.98, 1.26], [-4.98, 0.51, 1.82], [-3.82, 1.82, 0.22], [-5.23, 2.58, -0.35], [-8.23, -0.27, -1.53], [-7.71, 2.07, -0.79], [-4.09, -2.64, -0.91], [0.06, -0.96, -0.44], [-0.38, 0.32, -1.49], [0.80, 1.34, 0.10], [-0.77, 1.73, 0.70], [-0.59, -1.97, 2.64], [-1.69, -0.64, 3.06], [-0.34, -1.08, 4.12], [0.81, 1.34, 4.37], [-0.11, 2.31, 3.28], [1.63, 2.27, 3.08], [1.53, -2.19, 0.66], [3.76, -3.18, 0.34], [5.73, -2.19, 1.45], [5.47, -0.16, 2.85], [3.30, 0.83, 3.18], [-2.92, 1.55, -3.68], [-1.90, 0.99, -2.48], [-0.84, 2.36, -1.21], [-0.52, 4.48, -0.10], [-2.25, 6.23, -0.22], [-4.33, 5.78, -1.52], [-5.38, 2.61, -3.03], [-4.88, 4.07, -3.86], [-5.84, 4.22, -2.44], [-5.12, -2.24, -2.79], [-6.26, -2.84, -4.81], [-5.68, 0.86, -6.48], [-4.49, 1.60, -4.53], [4.69, 1.88, -2.62], [3.84, 1.06, -1.66], [3.87, -0.42, -1.99], [2.49, 1.54, -1.67], [4.31, 1.77, -3.64], [4.65, 2.94, -2.37], [5.73, 1.55, -2.61], [4.20, 1.21, -0.64], [3.46, -0.60, -2.99], [3.25, -0.97, -1.28], [4.88, -0.82, -1.96], [2.15, 1.42, -2.57], [4.67, 2.43, 6.64], [3.17, 2.66, 6.55], [2.55, 2.81, 7.94], [2.55, 1.58, 5.86], [4.89, 1.51, 7.19], [5.10, 2.33, 5.64], [5.17, 3.26, 7.14], [2.96, 3.55, 5.96], [2.70, 1.90, 8.53], [1.47, 2.97, 7.86], [2.99, 3.65, 8.48], [2.72, 0.77, 6.36], [-8.99, 4.20, -6.39], [-7.96, 3.77, -5.35], [-8.26, 2.37, -4.82], [-7.92, 4.71, -4.28], [-9.99, 4.24, -5.94], [-8.76, 5.20, -6.76], [-9.02, 3.51, -7.23], [-6.97, 3.78, -5.80], [-9.24, 2.35, -4.32], [-7.52, 2.08, -4.08], [-8.27, 1.64, -5.62], [-8.79, 4.71, -3.86], [9.42, -3.44, 0.42], [8.54, -4.22, 1.39], [8.58, -5.71, 1.09], [7.20, -3.73, 1.32], [9.07, -3.57, -0.61], [9.39, -2.37, 0.65], [10.46, -3.77, 0.47], [8.88, -4.04, 2.41], [8.20, -5.91, 0.08], [7.94, -6.25, 1.78], [9.59, -6.11, 1.16], [6.88, -3.88, 0.42], [13.87, -7.55, 0.57], [12.49, -7.68, 1.19], [12.55, -8.36, 2.55], [11.62, -8.41, 0.32], [14.30, -8.54, 0.41], [13.80, -7.07, -0.41], [14.54, -6.98, 1.20], [12.04, -6.69, 1.30], [12.94, -9.37, 2.45], [11.55, -8.45, 2.98], [13.18, -7.81, 3.24], [12.00, -9.29, 0.21]],
  "lowdin_charge": [-0.099, -0.253, -0.207, -0.194, -0.123, -0.103, -0.607, 0.194, 0.126, -0.416, 0.128, 0.118, -0.229, -0.437, 0.121, 0.071, -0.144, -0.219, 0.607, -0.158, -0.175, -0.232, -0.105, -0.097, -0.082, -0.073, -0.089, 0.708, -0.221, -0.218, -0.089, -0.157, -0.037, -0.152, -0.042, -0.072, -0.074, -0.039, -0.216, -0.032, -0.149, -0.028, -0.116, 0.080, -0.129, -0.039, 0.068, 0.056, 0.064, 0.101, 0.098, 0.114, 0.116, 0.113, 0.117, 0.112, 0.108, 0.128, 0.118, 0.156, 0.089, 0.095, 0.071, 0.058, 0.025, 0.027, 0.031, 0.010, 0.032, 0.030, 0.097, 0.103, 0.072, 0.097, 0.077, 0.112, 0.089, 0.078, 0.104, 0.099, 0.112, 0.039, 0.100, 0.082, 0.101, 0.114, 0.109, 0.092, -0.062, -0.482, -0.050, -0.062, 0.080, 0.079, 0.080, 0.137, 0.084, 0.052, 0.084, 0.087, -0.061, -0.491, -0.062, -0.075, 0.081, 0.076, 0.079, 0.139, 0.081, 0.079, 0.079, 0.095, -0.062, -0.493, -0.051, -0.056, 0.081, 0.079, 0.080, 0.133, 0.090, 0.049, 0.082, 0.087, -0.060, -0.487, -0.051, -0.077, 0.082, 0.079, 0.076, 0.139, 0.085, 0.082, 0.065, 0.088, -0.064, -0.508, -0.063, -0.058, 0.081, 0.079, 0.080, 0.124, 0.081, 0.078, 0.080, 0.085],
  "e_lumo_ev": 0.327,
  "orbital_gap_ev": 9.1627,
  "e_homo_ha": -0.325,
  "total_energy_ha": -3752.31106,
  "smiles": "CCCCC[C@]1(B(O)O)C(=O)N[C@@](C(F)(F)CC[Si](C)(C)c2ccccc2)(S(=O)(=O)F)[C@@]1(Cc1ccccc1C)c1ccncc1.CC(C)O.CC(C)O.CC(C)O.CC(C)O.CC(C)O"
}

***

{
  "formula": "C4H5N3O",
  "method": "ωB97M-V with the def2-TZVPD basis set",
  "elements": ["O", "C", "C", "C", "N", "C", "N", "N", "H", "H", "H", "H", "H"],
  "positions_angstrom": [[0.51, 2.69, 0.20], [1.34, 1.76, 0.70], [1.15, 0.40, 0.29], [0.05, -0.27, -0.11], [-0.14, -1.48, -0.66], [-1.51, -1.61, -0.68], [-2.15, -0.47, -0.37], [-1.16, 0.39, -0.10], [2.15, 1.96, 1.72], [1.98, -0.18, 0.75], [0.57, -2.11, -0.52], [-1.80, -2.48, -1.22], [-0.97, 1.41, 0.00]],
  "lowdin_charge": [-0.156, -0.243, -0.118, -0.324, 0.157, -0.129, 0.084, 0.059, 0.177, 0.093, 0.129, 0.114, 0.156],
  "e_lumo_ev": 0.535,
  "orbital_gap_ev": 8.4995,
  "e_homo_ha": -0.293,
  "total_energy_ha": -394.81739,
  "smiles": "O=C/C=C1/NC=NN1"
}

***

{
  "formula": "C15H24N2O4",
  "method": "ωB97M-V with the def2-TZVPD basis set",
  "elements": ["C", "C", "O", "C", "O", "C", "C", "C", "C", "C", "O", "N", "C", "C", "O", "C", "C", "C", "N", "C", "C", "H", "H", "H", "H", "H", "H", "H", "H", "H", "H", "H", "H", "H", "H", "H", "H", "H", "H", "H", "H", "H", "H", "H", "H"],
  "positions_angstrom": [[-5.71, -1.64, 0.15], [-4.77, -1.70, -1.04], [-3.43, -1.43, -0.66], [-3.08, -0.13, -0.57], [-3.85, 0.77, -0.83], [-1.70, 0.02, -0.14], [-0.78, -0.96, 0.23], [-0.99, -2.43, 0.29], [0.42, -0.29, 0.54], [1.67, -0.96, 0.96], [1.71, -1.93, 1.70], [2.80, -0.37, 0.48], [4.10, -0.96, 0.66], [4.73, -1.31, -0.70], [4.85, -0.18, -1.54], [5.92, 0.67, -1.23], [0.20, 1.07, 0.37], [1.12, 2.21, 0.64], [-1.07, 1.25, -0.04], [-1.69, 2.53, -0.28], [-2.43, 3.03, 0.95], [-6.72, -1.92, -0.16], [-5.74, -0.63, 0.55], [-5.38, -2.32, 0.93], [-5.08, -0.98, -1.80], [-4.75, -2.71, -1.47], [-1.14, -2.83, -0.71], [-0.13, -2.90, 0.75], [-1.88, -2.66, 0.87], [2.73, 0.28, -0.29], [3.97, -1.87, 1.25], [4.75, -0.28, 1.22], [5.71, -1.78, -0.55], [4.07, -2.00, -1.23], [6.87, 0.12, -1.21], [5.96, 1.42, -2.02], [5.79, 1.17, -0.27], [1.96, 1.86, 1.24], [0.61, 3.00, 1.17], [1.52, 2.62, -0.29], [-2.40, 2.42, -1.10], [-0.91, 3.24, -0.58], [-3.27, 2.37, 1.17], [-2.82, 4.03, 0.77], [-1.77, 3.06, 1.82]],
  "lowdin_charge": [-0.060, -0.215, -0.019, -0.412, 0.083, -0.072, -0.124, -0.018, -0.046, -0.433, 0.063, 0.067, -0.153, -0.207, -0.197, -0.112, -0.200, -0.011, -0.003, -0.178, -0.055, 0.076, 0.074, 0.077, 0.120, 0.124, 0.089, 0.069, 0.085, 0.132, 0.123, 0.116, 0.122, 0.131, 0.090, 0.089, 0.082, 0.079, 0.078, 0.092, 0.116, 0.116, 0.071, 0.076, 0.072],
  "e_lumo_ev": 0.681,
  "orbital_gap_ev": 9.0153,
  "e_homo_ha": -0.306,
  "total_energy_ha": -996.47417,
  "smiles": "CCOC(=O)c1c(C)c(C(=O)NCCOC)c(C)n1CC"
}